(1)
C11H13IrN2O6 | wB97M-V/def2-TZVPD

Positions of all 33 atoms, in Å:
O1 -0.007 -2.211 -1.486
H1 -2.080 -0.823 3.275
Ir1 0.022 0.003 -3.644
O2 3.031 0.578 -3.162
H2 -2.261 1.022 0.186
H3 2.102 1.299 0.168
C1 1.304 -0.773 2.711
N1 -1.168 0.043 1.656
C2 -2.440 0.343 1.030
H4 -2.929 -0.579 0.660
H5 -1.216 -1.974 2.255
H6 3.022 -0.141 0.713
C3 -1.162 -0.959 2.696
H7 -0.011 0.080 4.176
C4 0.009 -1.411 -2.321
C5 -1.899 0.378 -3.384
C6 2.379 0.696 1.043
H8 0.124 -1.675 4.204
O3 -0.794 2.920 -2.280
O4 -3.005 0.558 -3.140
O5 -0.252 -2.246 -5.840
O6 -0.076 1.153 -0.032
H9 1.519 -1.765 2.280
H10 -3.094 0.831 1.776
H11 0.869 2.725 -3.435
C7 -0.167 -1.411 -5.050
N2 1.166 0.206 1.659
C8 1.929 0.328 -3.406
C9 -0.026 0.503 1.031
H12 2.179 -0.489 3.296
C10 0.066 -0.813 3.552
C11 -0.062 2.275 -2.952
H13 2.927 1.328 1.767

**Energy relative to the best compared isomer or geometry (same formula, charge and spin)**: 40.5 kJ/mol
**2S+1**: 6
**⟨S²⟩**: 8.80
**Maximum force**: 5.133 eV/Å
**Total charge**: +3


(2)
C27H24N6NaO4S3 | wB97M-V/def2-TZVPD

Positions of all 65 atoms, in Å:
C1 1.586 0.797 4.917
C2 1.306 0.870 3.524
H1 -2.522 0.173 2.605
H2 -1.640 0.785 5.990
S1 -3.730 -0.003 -0.061
C3 -0.788 0.810 5.323
H3 -0.168 -1.602 2.480
H4 0.565 1.163 -2.201
C4 -0.991 0.906 3.928
O1 3.570 1.486 -5.897
C5 0.046 3.504 -0.932
H5 -2.592 -1.441 -4.555
C6 -2.599 -0.769 -3.712
C7 1.590 4.338 -2.738
H6 -5.013 -2.167 -2.168
H7 -0.502 -3.731 -1.887
C8 -0.208 -5.615 0.116
C9 0.486 0.772 5.802
H8 -0.820 -7.100 -1.102
S2 2.131 0.815 0.836
C10 -2.057 0.452 -3.553
H9 0.674 0.721 6.869
C11 3.934 0.769 4.473
C12 -3.115 -0.052 -1.623
C13 2.427 4.132 -3.820
H10 -3.606 -2.673 -1.237
H11 -0.682 -1.302 -1.584
C14 -0.257 -2.118 1.529
N1 -2.392 0.887 -2.282
H12 0.026 -4.088 2.355
N2 -0.798 -6.102 -0.984
C15 1.921 1.767 -3.748
H13 -3.144 0.853 4.124
S3 0.517 -6.609 1.218
H14 1.467 5.326 -2.311
H15 -2.564 1.910 2.835
C16 -2.386 0.961 3.349
N3 -0.469 -1.348 0.465
H16 -1.479 1.054 -4.234
Na1 -0.338 1.906 0.922
C17 -0.267 -4.125 0.234
C18 -0.145 -3.499 1.464
C19 2.578 2.845 -4.308
C20 -3.934 -2.314 -2.212
H17 -3.692 -3.044 -2.983
H18 4.964 0.743 4.816
H19 2.085 0.775 -4.144
H20 2.969 4.943 -4.284
C21 -0.457 -3.320 -0.885
H21 -1.975 1.711 -1.794
N4 3.493 2.611 -5.447
O2 -0.990 2.757 -0.792
N5 0.011 0.945 3.078
O3 0.447 4.341 -0.121
C22 3.675 0.813 3.092
H22 3.107 0.695 6.454
C23 -0.546 -1.947 -0.718
O4 4.132 3.554 -5.870
C24 0.897 3.276 -2.168
H23 -1.364 -5.523 -1.578
N6 -3.251 -1.075 -2.521
C25 1.072 1.993 -2.676
C26 2.917 0.750 5.387
C27 2.389 0.850 2.554
H24 4.499 0.807 2.390

**Energy relative to the best compared isomer or geometry (same formula, charge and spin)**: 69.2 kJ/mol
**Maximum force**: 1.475 eV/Å
**Total charge**: -1


(3)
C3H8N2O2 | wB97M-V/def2-TZVPD

Positions of all 15 atoms, in Å:
C1 1.024 0.835 -0.094
H1 -0.842 -1.830 -0.768
O1 -1.906 0.491 1.408
C2 -0.808 -0.805 -0.384
N1 0.615 -0.451 -0.341
N2 2.300 1.148 -0.507
H2 -2.498 -1.326 0.796
H3 -0.971 -1.353 1.696
H4 -1.151 1.080 1.225
H5 1.185 -0.964 -0.998
O2 0.318 1.685 0.442
H6 2.633 2.014 -0.110
C3 -1.555 -0.784 0.952
H7 2.999 0.426 -0.600
H8 -1.347 -0.161 -1.092

**Energy relative to the best compared isomer or geometry (same formula, charge and spin)**: 23.9 kJ/mol
**SMILES string**: NC(=O)NCCO
**Maximum force**: 0.397 eV/Å


(4)
C17H34BrIN11O17PS | wB97M-V/def2-TZVPD

Positions of all 83 atoms, in Å:
H1 2.297 3.795 1.987
O1 1.822 2.580 4.110
H2 7.333 -5.798 -3.609
H3 -7.606 6.691 -4.883
Br1 -0.114 -1.292 -3.155
N1 4.131 -5.164 0.641
H4 -6.050 1.504 -4.144
H5 -0.057 4.836 -0.914
H6 -1.136 -4.492 -0.500
O2 1.285 3.160 6.115
O3 -5.320 0.068 1.804
C1 -7.769 5.767 -4.337
C2 -1.887 -4.247 2.582
H7 1.837 0.925 6.830
N2 4.663 -2.945 -0.350
O4 -5.663 1.632 0.361
O5 -7.712 3.746 -5.478
N3 -4.946 0.855 0.963
H8 1.368 0.291 5.226
H9 -0.489 4.656 -2.646
C3 2.778 -0.947 -1.179
N4 -4.648 2.626 -3.084
H10 -8.504 5.909 -3.550
H11 -0.373 0.508 -0.801
N5 1.676 2.357 5.298
C4 1.678 -4.809 0.501
O6 1.062 -2.015 4.147
H12 -2.335 -3.136 0.773
H13 2.778 4.991 3.232
O7 -1.492 2.218 -1.211
H14 -2.951 1.091 1.546
C5 3.339 -3.179 -0.233
H15 -1.341 -3.848 3.438
H16 1.053 4.570 3.007
N6 -8.331 4.775 -5.295
H17 -4.861 0.542 -3.204
H18 6.803 -4.102 -3.406
N7 -0.536 2.906 -1.520
O8 1.041 5.611 0.635
O9 2.566 6.763 1.624
C6 1.014 -2.663 -0.429
H19 -6.840 5.374 -3.941
O10 2.950 -2.433 5.104
C7 2.316 -2.259 -0.611
C8 3.035 -4.449 0.325
H20 3.056 0.807 5.527
H21 3.328 -3.376 2.716
O11 0.568 2.464 -1.751
S1 5.374 -4.256 0.221
H22 -0.870 -2.629 1.580
C9 2.910 -2.376 2.800
C10 -1.459 -3.508 1.303
C11 -5.503 1.415 -3.209
O12 9.154 -4.181 -4.476
O13 -5.220 3.695 -3.075
H23 -1.704 -5.316 2.519
O14 -9.379 5.064 -5.831
N8 8.868 -4.409 -3.321
C12 7.479 -4.876 -3.054
H24 -6.183 1.415 -2.361
C13 2.015 4.697 2.522
N9 1.868 5.784 1.514
N10 -0.670 -4.360 0.388
N11 2.250 -2.268 4.129
H25 3.692 -1.623 2.764
H26 3.227 -0.326 -0.404
H27 1.994 -0.393 -1.675
H28 2.160 -2.199 2.035
O15 -3.447 2.474 -2.996
H29 -3.239 -0.132 0.273
P1 -0.419 -1.615 -0.927
C14 -3.494 0.862 0.634
C15 0.678 -3.951 0.150
H30 7.372 -5.039 -1.989
O16 0.047 -0.193 -0.273
H31 3.548 -1.157 -1.924
C16 -0.735 4.371 -1.627
H32 -3.320 1.612 -0.125
H33 -1.771 4.591 -1.400
C17 2.011 0.984 5.763
H34 -2.945 -4.075 2.780
O17 9.614 -4.289 -2.372
I1 1.283 -6.661 1.403

**Maximum force**: 0.927 eV/Å
**Total energy**: -6160.1024 hartree


(5)
C6H3ClFN2O2 | wB97M-V/def2-TZVPD

Positions of all 15 atoms, in Å:
N1 3.438 1.555 0.369
H1 -0.946 1.852 -0.451
C1 1.905 -0.440 0.460
O1 4.088 0.883 2.399
C2 -0.381 -0.114 -0.070
N2 4.346 1.196 1.191
C3 -0.175 1.244 -0.237
Cl1 1.459 3.432 -0.573
H2 0.636 -2.014 0.626
O2 5.557 1.291 0.856
F1 2.897 -1.210 0.952
C4 0.648 -0.965 0.320
H3 -1.265 -0.590 -0.127
C5 2.223 0.989 0.240
C6 1.112 1.808 -0.147

**Energy relative to the best compared isomer or geometry (same formula, charge and spin)**: 0.0 kJ/mol
**SMILES string**: [O-][N+]([O-])=Nc1c(F)cccc1Cl
**Maximum force**: 3.702 eV/Å
**Total charge**: -1


(6)
C4H5FO2S | wB97M-V/def2-TZVPD

Positions of all 13 atoms, in Å:
H1 -1.880 2.756 -1.039
O1 -1.228 -1.569 0.186
S1 -0.964 1.370 -1.549
H2 -0.264 1.870 0.773
H3 -0.828 -2.409 -1.723
F1 2.706 -1.098 0.944
C1 -0.479 0.923 0.156
H4 -1.317 0.468 0.730
C2 -0.585 -1.774 -0.780
H5 1.885 0.734 1.831
O2 0.596 -1.020 -0.815
C3 0.655 -0.120 0.189
C4 1.702 -0.130 1.096

**Energy relative to the best compared isomer or geometry (same formula, charge and spin)**: 305.3 kJ/mol
**Maximum force**: 4.204 eV/Å


(7)
C2H7N2PS2 | wB97M-V/def2-TZVPD

Positions of all 14 atoms, in Å:
H1 -3.478 1.148 0.111
S1 2.068 1.360 -1.022
N1 1.298 0.611 0.238
H2 3.261 1.400 -0.326
H3 -0.507 -0.432 -1.642
H4 -1.177 -1.433 -0.396
N2 -1.425 0.552 0.029
H5 1.110 -1.120 -0.786
S2 -2.632 1.378 -0.820
H6 0.657 -1.377 1.060
C1 0.682 -0.670 0.116
P1 0.246 1.643 1.102
H7 -0.030 0.747 2.192
C2 -0.691 -0.513 -0.527

**Energy relative to the best compared isomer or geometry (same formula, charge and spin)**: 58.6 kJ/mol
**Maximum force**: 3.571 eV/Å


(8)
C22H28N2O2 | wB97M-V/def2-TZVPD

Positions of all 54 atoms, in Å:
H1 -1.207 2.642 -1.743
H2 -3.453 3.367 -0.763
H3 2.135 -4.482 -1.323
H4 0.275 3.328 0.022
H5 -2.780 0.946 -3.350
C1 -2.752 3.325 1.277
H6 -3.274 2.389 1.473
C2 -0.286 -0.557 2.131
H7 4.357 -0.837 2.650
H8 0.108 -1.944 -4.628
H9 3.512 -1.061 -1.840
C3 -0.451 -0.719 -1.537
O1 1.182 -2.319 -2.397
H10 0.386 1.559 -0.132
C4 0.007 -1.911 2.148
H11 -1.774 -0.425 -5.145
N1 -0.639 2.191 1.556
C5 -1.426 3.310 2.030
C6 -1.494 0.149 -1.832
C7 0.144 -1.461 -2.553
C8 -0.273 2.376 0.172
H12 1.579 -3.360 2.392
H13 3.349 -3.691 -0.305
C9 0.489 1.827 2.388
C10 2.769 -3.606 -1.219
C11 3.723 -1.707 2.795
C12 -1.401 -0.500 -4.135
H14 2.169 -0.194 -1.092
C13 -1.967 0.270 -3.131
C14 1.913 -2.344 -1.176
C15 0.756 0.345 2.327
H15 -0.775 -2.641 1.997
C16 2.779 -1.093 -1.036
O2 -2.923 0.566 0.023
C17 -1.526 2.396 -0.724
H16 3.295 -1.100 -0.081
H17 1.220 -2.414 -0.327
H18 3.837 -2.049 3.823
C18 2.293 -1.338 2.542
C19 -2.509 3.457 -0.222
H19 4.041 -2.512 2.136
H20 1.412 2.371 2.133
H21 3.444 -3.564 -2.069
H22 -0.899 4.273 1.886
H23 -2.088 4.444 -0.438
C20 1.315 -2.313 2.363
C21 -0.352 -1.350 -3.855
H24 0.246 2.069 3.428
N2 2.010 -0.043 2.515
H25 -3.370 4.153 1.630
H26 -1.613 3.179 3.098
H27 -0.123 -0.801 -0.513
C22 -2.097 0.985 -0.746
H28 -1.286 -0.193 1.966

**Energy relative to the best compared isomer or geometry (same formula, charge and spin)**: 169.9 kJ/mol
**SMILES string**: Cc1cccc(CN2CCC[C@H](C(=O)c3cccc(OC(C)C)c3)C2)n1
**Maximum force**: 0.616 eV/Å


(9)
C11H25N3O7S4Si2 | wB97M-V/def2-TZVPD

Positions of all 52 atoms, in Å:
H1 0.657 3.162 2.998
H2 -2.767 3.304 -0.097
S1 -6.213 0.258 -2.326
H3 -8.645 -0.513 -0.766
O1 3.046 3.085 1.975
S2 -4.843 1.537 0.003
O2 3.426 1.262 3.612
H4 4.085 0.501 -2.100
N1 -6.728 -0.241 0.230
H5 2.043 -1.978 1.485
O3 6.038 -2.844 -4.041
C1 -1.504 1.570 0.168
S3 3.748 -3.007 -1.281
C2 -3.601 1.724 -1.294
H6 -3.320 0.721 -1.612
H7 4.755 -0.146 0.577
C3 3.754 -0.222 -1.356
H8 4.243 1.434 -0.024
H9 6.668 -3.124 -4.709
N2 2.298 -1.186 2.065
N3 -7.243 -1.291 2.121
H10 3.687 -3.799 0.660
H11 1.152 2.212 4.423
H12 5.509 -1.490 -1.064
H13 0.242 1.470 -1.913
O4 2.348 -2.803 -1.052
H14 2.704 -0.427 -1.557
H15 -1.846 0.532 0.145
H16 4.844 -1.553 -2.679
C4 -8.035 -0.682 0.100
O5 1.055 0.245 0.199
H17 0.275 1.417 3.071
C5 -5.987 0.444 -0.731
C6 4.577 -1.484 -1.627
H18 -9.258 -1.780 1.520
H19 3.141 -1.396 2.585
O6 4.395 -3.441 0.108
C7 3.959 0.385 0.053
H20 0.963 2.806 -0.059
C8 -2.407 2.475 -0.705
Si1 2.423 0.236 1.108
Si2 0.260 1.558 -0.436
H21 -5.324 -0.437 1.849
H22 5.769 -3.647 -3.577
C9 -6.316 -0.646 1.490
C10 -8.325 -1.309 1.263
S4 2.576 1.868 2.602
H23 -4.031 2.248 -2.143
H24 -1.523 1.892 1.210
H25 -1.847 2.875 -1.552
O7 4.132 -3.966 -2.268
C11 0.991 2.188 3.349

**Maximum force**: 0.885 eV/Å
**Total energy**: -3296.9410 hartree


(10)
C3H8NO2S | wB97M-V/def2-TZVPD

Positions of all 15 atoms, in Å:
N1 -0.272 0.583 0.244
O1 -1.990 2.394 1.905
H1 1.856 -0.721 -1.241
C1 1.811 -0.981 -0.146
O2 -2.277 -0.038 2.058
H2 0.133 -1.085 1.411
C2 0.292 -0.790 0.346
H3 -0.924 0.013 -1.699
C3 -0.414 0.895 -1.105
H4 0.615 0.796 -1.562
H5 -0.202 -1.436 -0.473
H6 2.139 -2.108 -0.215
H7 2.366 -0.455 0.654
S1 -2.230 1.131 1.158
H8 -0.904 1.803 -1.335

**Energy relative to the best compared isomer or geometry (same formula, charge and spin)**: 347.9 kJ/mol
**Maximum force**: 3.770 eV/Å
**Total charge**: -1


(11)
C4H9N | wB97M-V/def2-TZVPD

Positions of all 14 atoms, in Å:
H1 -0.552 1.884 0.887
H2 0.033 -0.140 -2.478
C1 -0.452 1.881 -0.202
H3 1.515 0.906 -2.680
H4 -1.109 -1.483 2.895
H5 -1.102 2.455 -0.847
N1 0.638 -2.524 2.218
H6 0.045 1.771 -2.920
H7 1.197 -2.137 2.869
C2 0.460 0.862 -2.338
C3 0.330 0.894 -0.792
H8 -1.290 -2.347 1.362
C4 -0.578 -2.148 2.214
H9 0.865 0.128 -0.186

**Energy relative to the best compared isomer or geometry (same formula, charge and spin)**: 425.6 kJ/mol
**2S+1**: 2
**⟨S²⟩**: 0.75
**Maximum force**: 5.268 eV/Å
**Total charge**: +1


(12)
C27H40BrClI3N2O5P | wB97M-V/def2-TZVPD

Positions of all 80 atoms, in Å:
H1 -0.092 -0.116 -7.686
C1 -0.487 -0.222 1.795
H2 2.299 -7.095 0.083
Br1 2.827 -1.217 4.161
C2 0.454 -2.190 -7.252
H3 -1.617 2.204 -6.397
I1 -5.236 1.732 -0.405
C3 1.321 2.279 5.869
O1 0.621 -0.358 -5.758
C4 -1.300 2.735 -5.500
H4 3.478 -6.705 3.775
H5 2.891 -4.447 2.345
C5 -4.219 2.997 1.042
C6 -0.138 -0.841 -6.872
C7 0.690 -0.750 2.265
P1 -0.980 -0.735 0.079
H6 1.297 -2.050 -7.933
H7 -2.755 4.311 -5.061
H8 2.006 3.969 4.762
O2 3.489 -5.533 0.689
H9 0.406 1.623 -4.675
C8 -0.634 1.843 -4.462
C9 -2.465 3.318 -4.712
H10 2.479 -1.204 -5.518
H11 -5.116 1.570 2.402
I2 -5.400 3.865 3.802
H12 0.150 0.561 6.510
O3 -2.040 3.395 -3.348
H13 -1.182 -0.942 -6.553
O4 2.760 2.281 3.873
H14 2.110 2.461 6.616
H15 -0.267 -2.849 -7.733
C10 -0.812 0.954 3.954
H16 -4.239 5.194 1.339
C11 -1.257 0.646 2.660
H17 0.802 3.052 3.876
H18 3.016 -8.583 1.857
H19 -5.869 4.482 0.867
Cl1 0.488 0.100 -1.193
C12 3.319 -6.934 0.449
O5 -2.350 0.012 -0.412
H20 1.729 -3.460 -5.986
H21 -0.005 3.376 -3.058
H22 0.433 2.812 6.243
C13 -2.614 2.152 4.353
H23 0.120 -3.121 -5.339
H24 2.217 3.543 2.275
H25 3.795 2.761 2.133
H26 1.815 0.166 6.078
C14 -0.820 2.655 -3.193
C15 -3.107 1.898 3.042
C16 1.179 -0.427 3.592
H27 -3.342 2.663 -4.758
C17 -4.780 4.421 0.775
C18 2.766 2.612 2.494
H28 4.019 -7.259 -0.323
H29 1.980 -6.602 2.841
N1 -2.441 1.143 2.190
C19 -4.457 2.440 2.503
C20 3.546 -7.635 1.780
C21 0.441 0.398 4.382
H30 4.612 -7.827 1.925
H31 -0.614 3.532 -5.799
C22 0.952 -2.700 -5.908
H32 -3.152 3.075 0.803
H33 -0.882 2.031 -2.304
C23 1.439 -1.420 -5.249
H34 2.314 1.810 1.879
H35 -4.554 4.624 -0.287
H36 -2.155 0.931 -0.663
N2 -1.474 1.730 4.855
C24 1.682 2.930 4.534
C25 0.948 0.758 5.779
H37 1.361 -1.450 -4.161
C26 3.071 -6.582 2.772
C27 3.527 -5.297 2.100
I3 1.851 -2.098 1.082
H38 -1.172 0.897 -4.383
H39 -3.231 2.759 5.022
H40 4.559 -5.051 2.374

**Energy relative to the best compared isomer or geometry (same formula, charge and spin)**: 97.7 kJ/mol
**Maximum force**: 2.048 eV/Å


(13)
C2H11N2O2 | wB97M-V/def2-TZVPD

Positions of all 17 atoms, in Å:
O1 0.885 1.065 2.659
H1 -0.015 -3.961 -1.657
N1 0.000 -2.963 -1.777
H2 1.661 1.618 2.823
C1 -0.075 -2.109 -0.731
H3 0.404 1.206 3.489
H4 -1.460 3.517 -0.096
H5 0.899 -0.362 -1.582
O2 -0.700 2.936 -0.239
C2 0.328 -0.833 -0.791
H6 0.075 -2.559 -2.699
H7 -0.502 -2.485 0.195
H8 0.469 0.644 0.754
H9 -0.857 -0.275 0.763
H10 -0.729 0.922 -0.370
H11 -0.174 3.447 -0.868
N2 -0.210 0.193 0.128

**Energy relative to the best compared isomer or geometry (same formula, charge and spin)**: 108.9 kJ/mol
**Maximum force**: 1.254 eV/Å
**Total charge**: +1